# 1
C30H33BrF24O15 | the ωB97M-V functional and the def2-TZVPD basis

Structure (XYZ):
```
103
C30H33BrF24O15, DFT the ωB97M-V functional and the def2-TZVPD basis
C -1.498 5.561 0.249
C -0.519 4.508 -0.240
Br -0.997 4.162 -2.127
C -0.649 3.145 0.470
C 0.258 2.959 1.676
O 0.565 4.273 2.160
O -0.229 2.272 2.822
C 0.872 2.115 3.621
O 0.834 1.769 4.738
O 2.020 2.373 2.921
C 1.689 2.320 1.554
O 2.533 3.136 0.833
C 1.679 0.885 1.007
F 0.757 0.137 1.650
F 1.269 0.991 -0.297
C 3.028 0.045 0.949
F 2.606 -1.245 1.028
F 3.604 0.194 -0.257
C 4.090 0.190 2.081
F 4.859 -0.924 1.977
F 3.473 0.118 3.275
C 5.082 1.414 2.035
F 6.327 0.970 2.208
F 5.033 2.048 0.871
F 4.824 2.265 3.016
H -1.398 5.695 1.326
H -1.251 6.521 -0.201
H -2.522 5.275 0.024
H 0.502 4.868 -0.266
H -1.684 3.078 0.819
H -0.540 2.367 -0.277
H -0.165 4.535 2.734
H 2.265 3.141 -0.096
C -4.287 -0.511 -5.326
C -3.648 0.180 -6.511
O -3.712 1.617 -6.380
C -2.794 2.169 -5.606
O -1.921 1.614 -5.010
C -2.975 3.700 -5.595
F -4.255 4.044 -5.434
F -2.546 4.227 -6.749
F -2.270 4.233 -4.599
H -5.311 -0.164 -5.191
H -4.298 -1.589 -5.481
H -3.740 -0.302 -4.407
H -4.188 -0.046 -7.427
H -2.612 -0.128 -6.646
C 1.823 -3.636 2.433
C 1.253 -3.940 3.799
O 0.267 -4.996 3.732
C 0.731 -6.234 3.710
O 1.872 -6.581 3.745
C -0.454 -7.220 3.671
F -1.376 -6.837 2.777
F -1.041 -7.272 4.874
F -0.041 -8.439 3.350
H 1.023 -3.409 1.728
H 2.488 -2.788 2.512
H 2.383 -4.484 2.039
H 0.716 -3.069 4.170
H 2.026 -4.195 4.522
C -1.977 -1.636 4.907
C -2.862 -2.531 4.069
O -3.901 -1.775 3.413
C -3.551 -1.132 2.311
O -2.467 -1.114 1.809
C -4.779 -0.413 1.719
F -5.466 0.229 2.669
F -5.601 -1.296 1.136
F -4.404 0.475 0.805
H -2.562 -1.061 5.624
H -1.246 -2.234 5.450
H -1.442 -0.923 4.280
H -3.382 -3.257 4.689
H -2.283 -3.082 3.327
C 8.396 2.684 -1.721
C 8.098 3.336 -3.052
O 6.868 4.089 -3.013
C 6.953 5.306 -2.498
O 7.931 5.841 -2.070
C 5.580 6.001 -2.576
F 4.596 5.195 -2.159
F 5.322 6.356 -3.842
F 5.563 7.097 -1.826
H 7.558 2.063 -1.404
H 9.286 2.061 -1.798
H 8.565 3.431 -0.946
H 7.948 2.581 -3.821
H 8.911 3.984 -3.376
C -4.320 -4.105 0.419
C -3.712 -5.126 -0.515
O -4.656 -5.539 -1.525
C -4.793 -4.724 -2.559
O -4.223 -3.691 -2.745
C -5.799 -5.326 -3.560
F -6.888 -5.787 -2.938
F -5.230 -6.343 -4.219
F -6.177 -4.410 -4.446
H -5.240 -4.491 0.859
H -3.622 -3.863 1.221
H -4.570 -3.188 -0.110
H -3.451 -6.035 0.022
H -2.807 -4.749 -0.989
```

The value obtained for the total energy is -197621.8762 eV. The calculation puts the largest force on an atom at 1.84 eV Å⁻¹. The calculation puts the gap between HOMO and LUMO at 10.7 eV. Its total charge is 0. As for the lowest unoccupied orbital energy: 0.3 eV. The HOMO energy is -10.336 eV.

# 2
C4H12N2O | the ωB97M-V functional and the def2-TZVPD basis

Structure (XYZ):
```
19
C4H12N2O, DFT the ωB97M-V functional and the def2-TZVPD basis
C 2.153 0.436 1.302
C 0.887 -0.368 1.566
C -0.293 -0.077 0.657
N -1.139 -1.118 0.306
C -0.524 1.157 0.205
N -1.543 1.432 -0.742
H 2.462 1.078 2.126
H 2.075 1.006 0.372
H 2.988 -0.184 1.044
H 0.499 -0.218 2.577
H 1.104 -1.438 1.617
H -1.026 -2.047 0.659
H -2.110 -0.856 0.239
H 0.091 2.005 0.459
H -2.343 1.925 -0.393
H -1.780 0.640 -1.316
O 0.303 -1.160 -2.789
H 0.691 -0.866 -1.958
H 0.212 -0.351 -3.310
```

The value obtained for the total energy is -9369.6267 eV. The calculation puts the largest force on an atom at 0.99 eV Å⁻¹. The calculation puts the gap between HOMO and LUMO at 8.4 eV. Its total charge is 0. As for the lowest unoccupied orbital energy: 0.9 eV. The HOMO energy is -7.469 eV. The calculation puts the energy above the lowest of the compared OMol25 structures with the same formula, charge and spin at 151.2 kJ/mol.

# 3
C26H76F6O12P | the ωB97M-V functional and the def2-TZVPD basis

Structure (XYZ):
```
121
C26H76F6O12P, DFT the ωB97M-V functional and the def2-TZVPD basis
P 0.307 -0.424 0.691
F 1.361 -1.553 1.267
F 0.079 -1.362 -0.623
F -0.919 -1.213 1.457
F -0.708 0.646 0.026
F 0.606 0.528 2.031
F 1.625 0.226 -0.091
C 1.148 3.987 8.817
O 0.113 3.420 7.998
H 0.712 3.944 9.815
H 2.022 3.356 8.982
H 1.338 4.971 8.389
H 0.574 3.139 7.204
C 0.950 -5.324 -4.918
O -0.305 -5.276 -5.579
H 1.186 -6.319 -4.540
H 1.656 -4.922 -5.644
H 0.962 -4.622 -4.085
H -0.598 -4.364 -5.649
C 6.530 -2.181 3.661
O 7.137 -2.781 2.541
H 5.617 -2.700 3.954
H 7.174 -2.060 4.532
H 6.057 -1.256 3.331
H 6.544 -2.739 1.787
C 5.712 -2.972 -3.608
O 5.211 -3.056 -2.294
H 6.796 -3.082 -3.621
H 5.367 -3.843 -4.164
H 5.374 -2.060 -4.100
H 4.439 -2.487 -2.336
C 3.536 4.098 3.925
O 3.617 2.931 4.722
H 3.913 4.979 4.444
H 4.049 4.019 2.966
H 2.529 4.335 3.583
H 3.453 2.139 4.206
C -7.231 -2.855 5.995
C -5.830 -2.365 5.682
C -5.136 -2.035 6.933
O -5.095 -3.346 4.940
H -7.803 -3.282 5.171
H -7.734 -1.940 6.307
H -7.268 -3.575 6.813
H -5.907 -1.399 5.183
H -4.803 -2.918 7.479
H -5.812 -1.448 7.555
H -4.267 -1.431 6.674
H -4.535 -2.862 4.328
C -5.348 -3.856 -2.770
C -6.316 -2.710 -2.650
C -6.133 -1.950 -1.350
O -6.053 -1.839 -3.724
H -5.407 -4.359 -3.735
H -5.567 -4.619 -2.023
H -4.340 -3.488 -2.582
H -7.365 -2.995 -2.735
H -5.109 -1.632 -1.156
H -6.457 -2.555 -0.503
H -6.909 -1.186 -1.295
H -5.109 -1.666 -3.685
C 1.725 6.253 -1.807
C 2.437 7.580 -2.098
C 3.722 7.693 -1.289
O 2.600 7.725 -3.500
H 1.429 6.100 -0.770
H 2.364 5.415 -2.088
H 0.822 6.196 -2.415
H 1.719 8.253 -1.628
H 3.610 7.593 -0.210
H 4.161 8.674 -1.466
H 4.499 7.013 -1.638
H 3.021 8.586 -3.570
C 7.024 2.053 -2.153
C 8.378 2.385 -2.789
C 8.917 1.272 -3.681
O 8.405 3.572 -3.546
H 6.276 1.758 -2.888
H 6.656 2.942 -1.640
H 7.130 1.343 -1.332
H 9.022 2.505 -1.917
H 8.954 0.352 -3.099
H 9.945 1.414 -4.015
H 8.274 1.172 -4.556
H 7.656 3.544 -4.145
C -1.691 1.830 -5.513
C -1.383 0.574 -6.259
C 0.038 0.408 -6.732
O -1.656 -0.464 -5.327
H -1.409 2.664 -6.156
H -0.966 1.800 -4.699
H -2.747 1.903 -5.256
H -2.083 0.400 -7.076
H 0.342 -0.576 -7.088
H 0.779 0.649 -5.969
H 0.138 1.132 -7.542
H -1.257 -0.310 -4.467
C -1.313 -7.356 0.855
C -0.451 -8.136 1.895
C -0.099 -7.327 3.123
O -1.374 -9.127 2.222
H -1.498 -7.939 -0.047
H -0.789 -6.425 0.642
H -2.250 -6.997 1.280
H 0.391 -8.652 1.433
H -0.944 -6.692 3.392
H 0.785 -6.702 2.998
H 0.137 -7.975 3.967
H -2.031 -8.627 2.712
C -5.379 3.745 2.081
C -6.265 4.592 1.170
C -5.581 4.861 -0.143
O -7.489 3.971 0.963
H -5.403 2.704 1.758
H -5.790 3.781 3.090
H -4.369 4.131 2.222
H -6.525 5.506 1.704
H -5.280 3.937 -0.638
H -4.683 5.467 -0.027
H -6.254 5.407 -0.804
H -8.034 4.643 0.547
```

The value obtained for the total energy is -78361.7684 eV. The calculation puts the largest force on an atom at 2.72 eV Å⁻¹. The calculation puts the gap between HOMO and LUMO at 9.9 eV. Its total charge is -1. As for the lowest unoccupied orbital energy: 1.9 eV. The HOMO energy is -8.037 eV. The calculation puts the energy above the lowest of the compared OMol25 structures with the same formula, charge and spin at 575.8 kJ/mol.

# 4
C14H17BO | the ωB97M-V functional and the def2-TZVPD basis

Structure (XYZ):
```
33
C14H17BO, DFT the ωB97M-V functional and the def2-TZVPD basis
C -6.452 -3.057 -3.522
O -5.709 -4.247 -3.799
C -4.818 -4.685 -2.868
C -3.829 -5.574 -3.348
C -2.967 -6.154 -2.442
C -3.101 -5.902 -1.065
C -2.342 -6.805 -0.132
C -2.527 -6.547 1.348
C -1.447 -6.208 2.161
C -1.617 -6.172 3.549
C -2.855 -6.501 4.121
C -3.954 -6.756 3.299
C -3.791 -6.761 1.914
C -3.970 -4.901 -0.621
C -4.849 -4.301 -1.507
H -6.712 -2.682 -4.506
H -7.351 -3.299 -2.944
H -5.857 -2.323 -2.969
H -3.840 -5.825 -4.406
H -2.207 -6.846 -2.797
H -2.757 -7.805 -0.314
H -1.305 -6.872 -0.439
H -0.476 -6.006 1.694
H -0.761 -5.937 4.181
H -2.947 -6.568 5.210
H -4.929 -6.981 3.734
H -4.647 -6.970 1.273
H -3.949 -4.576 0.424
H -5.573 -3.571 -1.147
B -1.191 -2.080 0.991
H -1.923 -2.496 1.861
H 0.025 -2.064 1.170
H -1.629 -1.832 -0.124
```

The value obtained for the total energy is -17515.4724 eV. The calculation puts the largest force on an atom at 1.21 eV Å⁻¹. The calculation puts the gap between HOMO and LUMO at 8.1 eV. Its total charge is 0. As for the lowest unoccupied orbital energy: 0.0 eV. The HOMO energy is -8.086 eV. The calculation puts the energy above the lowest of the compared OMol25 structures with the same formula, charge and spin at 0.0 kJ/mol.

# 5
C12H24NO | the ωB97M-V functional and the def2-TZVPD basis

Structure (XYZ):
```
38
C12H24NO, DFT the ωB97M-V functional and the def2-TZVPD basis
C -1.837 -1.777 -1.303
C -1.844 -1.239 0.131
C -3.282 -0.811 0.417
N -0.991 0.072 0.189
C -1.258 1.048 -0.852
C 0.007 0.895 -1.830
C 0.769 2.171 -2.102
O 0.806 -0.086 -1.209
C 0.455 -0.103 0.131
C 1.091 -1.018 1.188
C 2.072 -1.997 0.589
C 1.414 0.454 1.261
C 2.692 0.945 0.654
C 0.829 1.291 2.418
H -1.716 -1.112 -2.021
H -0.904 -2.352 -1.392
H -2.704 -2.458 -1.421
H -1.358 -1.712 0.916
H -3.810 -0.581 -0.430
H -3.282 -0.206 1.279
H -3.864 -1.749 0.586
H -1.319 0.494 0.979
H -1.430 2.111 -0.503
H -2.199 0.844 -1.231
H -0.112 0.315 -2.723
H 0.766 2.877 -1.256
H 0.529 2.653 -2.962
H 1.847 2.000 -2.080
H 0.375 -1.629 1.830
H 2.567 -1.680 -0.316
H 1.711 -2.908 0.246
H 2.983 -2.177 1.115
H 2.463 1.956 0.466
H 2.952 0.376 -0.125
H 3.462 0.703 1.351
H 0.546 2.400 2.018
H 1.677 1.242 3.168
H -0.102 0.750 2.821
```

The value obtained for the total energy is -16360.8545 eV. The calculation puts the largest force on an atom at 6.53 eV Å⁻¹. The calculation puts the gap between HOMO and LUMO at 10.3 eV. Its total charge is +1. As for the lowest unoccupied orbital energy: -2.5 eV. The HOMO energy is -12.792 eV. The calculation puts the energy above the lowest of the compared OMol25 structures with the same formula, charge and spin at 218.1 kJ/mol.